*1*
This record from the Open Molecules 2025 dataset describes 2 unconnected molecules or ions with the total composition C4H13N2O2. The level of theory is wB97M-V/def2-TZVPD.

Properties
**LUMO**: -3.145 eV
**Charge**: +1
**HOMO**: -14.04 eV
**Spin multiplicity**: 1
**Gap between HOMO and LUMO**: 10.9 eV

Bonds (Å) are listed after each position.
CARTESIAN COORDINATES (ANGSTROEM)
1 O -0.520 2.816 1.535  C6 1.198
2 O 0.805 -4.253 -0.159  H13 0.966, H18 0.963
3 N 0.970 -0.872 -1.251  C7 1.472, H17 1.019, H19 1.014
4 N 0.475 1.779 -0.832  C5 1.465, H12 1.014, H14 1.060, H21 1.025
5 C -0.718 1.222 -0.189  N4 1.465, C6 1.534, C8 1.567, H10 1.085
6 C -1.284 2.175 0.870  O1 1.198, C5 1.534, H15 1.084
7 C 0.070 -1.238 -0.145  N3 1.472, C8 1.561, H16 1.080, H20 1.087
8 C -0.315 0.006 0.715  C5 1.567, C7 1.561, H9 1.093, H11 1.091
9 H 0.512 0.304 1.365  C8 1.093
10 H -1.469 0.849 -0.879  C5 1.085
11 H -1.159 -0.281 1.343  C8 1.091
12 H 0.268 2.271 -1.695  N4 1.014
13 H 0.102 -4.789 0.231  O2 0.966
14 H 1.037 0.909 -1.060  N4 1.060
15 H -2.363 2.214 0.976  C6 1.084
16 H 0.568 -1.944 0.504  C7 1.080
17 H 0.488 -1.078 -2.125  N3 1.019
18 H 1.352 -4.877 -0.649  O2 0.963
19 H 1.787 -1.472 -1.254  N3 1.014
20 H -0.909 -1.607 -0.442  C7 1.087
21 H 1.029 2.403 -0.236  N4 1.025

*2*
This record from the Open Molecules 2025 dataset describes 2 unconnected molecules or ions with the total composition C4H13N2O2. The level of theory is wB97M-V/def2-TZVPD.

Properties
**LUMO**: -3.537 eV
**Charge**: +1
**HOMO**: -14.24 eV
**Spin multiplicity**: 1
**Gap between HOMO and LUMO**: 10.7 eV

Bonds (Å) are listed after each position.
CARTESIAN COORDINATES (ANGSTROEM)
1 O -1.415 -2.317 1.619  H10 0.918, H12 1.057
2 O -1.784 -0.291 -0.402  C6 1.218
3 N -1.110 0.521 2.130  C5 1.510, H9 1.092, H15 1.054, H20 1.074
4 N 0.436 -0.903 -0.908  C6 1.389, C8 1.578, H16 1.054
5 C -0.083 0.631 1.028  N3 1.510, C6 1.609, H13 1.158, H14 0.983
6 C -0.582 -0.271 -0.207  O2 1.218, N4 1.389, C5 1.609
7 C 1.025 1.223 -2.117  C8 1.425, H11 1.120, H17 1.186, H21 1.133
8 C 1.548 0.068 -1.467  N4 1.578, C7 1.425, H18 1.013, H19 1.043
9 H -1.812 1.357 2.176  N3 1.092
10 H -1.667 -3.199 1.585  O1 0.918
11 H -0.089 1.253 -2.224  C7 1.120
12 H -0.762 -2.176 0.800  O1 1.057
13 H 0.970 0.468 1.480  C5 1.158
14 H 0.021 1.568 0.750  C5 0.983
15 H -1.525 -0.437 1.982  N3 1.054
16 H 0.317 -1.484 -1.779  N4 1.054
17 H 1.428 1.358 -3.224  C7 1.186
18 H 2.205 -0.476 -2.012  C8 1.013
19 H 2.161 0.224 -0.638  C8 1.043
20 H -0.716 0.694 3.114  N3 1.074
21 H 1.435 2.187 -1.686  C7 1.133

*3*
This record from the Open Molecules 2025 dataset describes 3 unconnected molecules or ions with the total composition C4H13N2O2. The level of theory is wB97M-V/def2-TZVPD.

Properties
**LUMO**: -8.746 eV
**Charge**: +1
**HOMO**: -11.91 eV
**Spin multiplicity**: 1
**Gap between HOMO and LUMO**: 3.2 eV

Bonds (Å) are listed after each position.
CARTESIAN COORDINATES (ANGSTROEM)
1 O 0.861 -0.359 -0.421  C8 1.220
2 O -0.594 -2.554 -0.297  H11 0.966, H13 0.952
3 N -2.762 0.176 0.587  C5 1.447, H9 1.012, H19 1.022
4 N 4.542 -0.373 0.808  H12 1.001, H17 0.999, H20 0.998
5 C -1.561 0.787 1.115  N3 1.447, C7 1.527, H14 1.095, H15 1.120
6 C -0.600 1.291 -1.128  C7 1.458, C8 1.438, H18 1.090
7 C -1.066 1.849 0.136  C5 1.527, C6 1.458, H10 1.095, H16 1.104
8 C 0.317 0.207 -1.354  O1 1.220, C6 1.438, H21 1.094
9 H -3.214 -0.405 1.282  N3 1.012
10 H -1.786 2.641 -0.095  C7 1.095
11 H 0.145 -1.940 -0.198  O2 0.966
12 H 4.763 -1.064 0.119  N4 1.001
13 H -0.316 -3.400 0.042  O2 0.952
14 H -1.796 1.127 2.129  C5 1.095
15 H -0.812 -0.027 1.294  C5 1.120
16 H -0.233 2.365 0.645  C7 1.104
17 H 3.581 -0.418 1.079  N4 0.999
18 H -1.044 1.795 -1.986  C6 1.090
19 H -2.535 -0.418 -0.213  N3 1.022
20 H 5.250 -0.021 1.415  N4 0.998
21 H 0.599 -0.114 -2.362  C8 1.094

Winner for stability: *1*